(1)
# C4H6O2

C4H6O2 in the gas phase (ωB97M-V/def2-TZVPD, OMol25).

Geometry as XYZ:
```
12
Properties=species:S:1:pos:R:3:forces:R:3
O 2.132 1.003 0.901 -0.4 -0.1 0.3
C 1.318 0.201 1.293 0.2 0.3 -0.1
C 0.420 -0.535 0.340 0.2 -0.1 0.0
C 0.293 0.044 -1.036 0.0 0.1 -0.2
C -0.945 -0.214 -0.221 0.2 -0.3 -0.1
O -1.660 0.886 0.252 -0.1 0.0 0.1
H 1.299 -0.072 2.367 -0.2 0.0 -0.1
H 0.565 -1.614 0.387 0.1 0.1 0.1
H 0.685 -0.503 -1.887 -0.5 -0.1 0.0
H 0.517 1.108 -1.053 0.1 -0.2 0.0
H -1.572 -1.095 -0.380 0.3 0.2 -0.1
H -2.452 0.967 -0.294 0.2 0.1 0.1
```
Forces are in eV/Å.

As for the max |F|: 0.54 eV Å⁻¹. The LUMO energy is 0.710 eV. The SMILES is O=C[C@@H]1C[C@@H]1O. The value obtained for the relative energy (zero: lowest compared OMol25 entry of this formula, charge and spin) is 47.8 kcal per mole. The HOMO energy comes out at -9.9 eV. As for the frontier orbital gap: 0.389 hartree.



(2)
# C20H57N11O9

9 unconnected molecules or ions with the total composition C20H57N11O9 in a non-equilibrium geometry (ωB97M-V/def2-TZVPD, OMol25).

Geometry as XYZ:
```
97
Properties=species:S:1:pos:R:3:forces:R:3
C 0.443 -2.592 -0.100 0.1 -0.2 -0.5
C -0.792 -3.263 0.532 0.1 0.5 -0.1
C -0.534 -3.511 2.016 0.9 0.1 -0.1
C -2.005 -2.332 0.417 -0.2 1.2 -0.4
C -2.615 -2.332 -0.989 0.7 -0.5 0.6
C -3.025 -3.759 -1.296 -0.5 0.3 -0.6
C -1.870 -4.752 -1.306 0.3 0.6 -0.3
C -2.442 -6.166 -1.295 0.1 0.1 0.0
C -1.016 -4.556 -2.575 0.0 -0.1 -0.5
N -1.086 -4.552 -0.098 -0.7 -0.6 0.9
O -0.001 -5.448 -0.044 0.1 0.3 0.0
H 1.257 -3.321 -0.121 0.2 0.3 0.2
H 0.271 -2.308 -1.140 -0.1 0.0 0.0
H 0.778 -1.675 0.388 0.0 -0.2 0.4
H -1.415 -3.941 2.485 0.0 0.0 0.2
H 0.333 -4.164 2.145 -0.3 -0.3 0.0
H -0.213 -2.575 2.488 -0.4 0.1 0.1
H -2.735 -2.476 1.217 -0.1 -0.5 -0.2
H -1.673 -1.294 0.555 0.3 -0.2 0.4
H -3.448 -1.641 -1.096 0.0 0.1 0.2
H -1.791 -1.983 -1.622 -0.3 -0.1 -0.4
H -3.517 -3.806 -2.274 0.0 -0.1 0.1
H -3.784 -4.055 -0.566 0.1 -0.1 0.1
H -3.133 -6.235 -0.456 0.0 -0.2 0.0
H -1.646 -6.902 -1.188 0.0 0.0 0.1
H -2.959 -6.368 -2.234 -0.1 0.0 0.0
H -0.322 -3.718 -2.531 0.0 0.0 0.2
H -1.651 -4.366 -3.446 -0.1 -0.1 0.1
H -0.440 -5.459 -2.796 0.0 0.0 0.0
H 0.628 -5.142 -0.714 0.2 -0.1 0.0
N 0.980 -1.611 -3.916 0.5 0.0 0.4
C 1.099 -0.264 -4.130 -0.8 -0.1 -0.6
N 0.073 0.299 -4.851 0.3 0.1 0.2
O 2.002 0.415 -3.686 0.4 -0.1 0.2
H 1.756 -2.021 -3.424 0.0 -0.1 -0.1
H 0.362 -2.226 -4.411 -0.1 0.2 -0.1
H -0.637 -0.223 -5.328 0.0 0.0 0.0
H 0.148 1.290 -4.988 -0.1 0.0 -0.2
N -4.219 1.686 -0.180 -0.9 -0.3 -0.7
C -5.490 1.167 -0.210 0.1 0.0 0.3
N -6.393 1.779 -1.049 0.3 -0.2 0.0
O -5.827 0.210 0.467 0.0 -0.1 0.1
H -4.130 2.597 -0.597 0.5 0.1 0.3
H -3.700 1.431 0.651 0.2 0.3 0.1
H -7.342 1.516 -0.862 -0.1 0.1 -0.2
H -6.188 2.630 -1.538 -0.1 0.0 0.1
N 3.907 1.571 3.512 -0.6 0.0 -0.4
C 2.817 0.840 3.170 0.6 -0.7 0.3
N 2.069 0.350 4.212 0.4 0.6 0.0
O 2.582 0.525 2.004 -0.4 0.1 -0.2
H 4.452 1.957 2.749 0.3 0.2 0.2
H 4.194 1.701 4.464 0.0 0.0 0.0
H 1.426 -0.397 4.033 -0.2 0.2 -0.1
H 2.061 0.882 5.063 -0.2 -0.4 0.2
N 3.763 -0.039 -1.138 0.6 -0.1 0.0
C 4.843 -0.756 -0.688 -1.0 -0.3 0.3
N 4.940 -0.772 0.682 0.5 -0.1 0.1
O 5.595 -1.376 -1.415 0.4 0.3 -0.1
H 3.035 0.201 -0.491 0.0 0.3 -0.1
H 3.666 0.119 -2.127 -0.4 -0.1 0.0
H 4.241 -0.393 1.303 -0.1 0.1 -0.3
H 5.653 -1.367 1.060 0.0 -0.1 0.0
N -1.230 1.120 3.922 0.0 0.1 -0.1
C -2.349 0.844 3.193 -0.3 -1.0 -0.1
N -2.956 -0.346 3.494 0.2 -0.2 0.5
O -2.751 1.547 2.288 0.0 0.6 -0.1
H -0.976 0.581 4.728 0.0 0.1 0.1
H -0.750 1.977 3.714 0.1 0.0 0.0
H -3.897 -0.538 3.201 0.0 0.2 -0.3
H -2.556 -0.974 4.169 -0.1 0.1 0.0
C -1.285 6.078 -0.630 -0.1 -0.2 -0.2
C 0.119 6.023 -0.055 0.0 0.3 -0.1
O 0.182 5.401 1.208 0.0 0.0 0.1
H -1.738 5.083 -0.687 0.2 -0.1 0.0
H -1.220 6.461 -1.652 -0.2 0.1 0.1
H -1.972 6.683 -0.039 0.2 0.2 0.0
H 0.509 7.036 0.077 -0.1 0.0 0.1
H 0.793 5.564 -0.791 -0.1 -0.3 0.2
H -0.102 4.482 1.108 0.2 -0.2 0.0
C 3.985 4.540 0.087 -0.8 -0.3 -0.7
C 4.245 3.111 0.499 0.9 0.2 0.5
O 5.416 3.096 1.367 -0.3 -0.2 0.1
H 3.104 4.618 -0.564 0.0 -0.2 0.2
H 4.796 4.938 -0.522 0.2 0.1 0.4
H 3.753 5.128 0.971 0.3 0.2 0.0
H 4.440 2.401 -0.303 -0.3 0.2 -0.2
H 3.449 2.715 1.126 -0.2 0.1 -0.3
H 6.196 2.977 0.820 0.0 0.0 0.0
C 0.393 1.103 -1.268 -0.3 0.3 0.8
C -0.333 1.500 0.019 -0.1 -0.5 -0.7
O 0.445 2.463 0.732 -0.5 -0.3 0.2
H -0.283 0.640 -1.986 0.1 -0.2 0.1
H 1.160 0.416 -0.920 0.1 -0.2 -0.7
H 0.859 1.969 -1.735 0.0 0.0 0.0
H -0.439 0.585 0.613 -0.1 0.2 0.2
H -1.352 1.839 -0.167 0.2 0.5 0.1
H 1.008 1.910 1.286 0.4 0.3 0.1
```
Forces are in eV/Å.

As for the max |F|: 1.33 eV Å⁻¹. The LUMO energy is 0.042 eV. The SMILES is CC1(C)CCCC(C)(C)N1O.NC(N)=O.NC(N)=O.NC(N)=O.NC(N)=O.NC(N)=O.CCO.CCO.CCO. The HOMO energy comes out at -8.3 eV. As for the frontier orbital gap: 0.305 hartree.



(3)
# C4H6OS

C4H6OS in the gas phase in a non-equilibrium geometry (ωB97M-V/def2-TZVPD, OMol25).

Geometry as XYZ:
```
12
Properties=species:S:1:pos:R:3:forces:R:3
C -0.567 -0.568 0.900 -1.9 1.1 0.6
C -0.610 0.619 -0.140 -0.3 -0.9 -0.8
C 0.843 0.677 -0.666 0.8 -3.2 0.2
S 2.399 0.490 0.344 -1.8 -0.3 -0.6
C 1.463 -1.021 -0.214 -0.6 4.9 -0.8
O 0.506 -1.431 0.678 1.0 -1.8 -1.1
H -0.362 -0.005 1.846 -0.4 -0.9 -0.3
H -1.560 -1.206 0.966 2.0 1.4 0.0
H -1.366 0.484 -1.007 1.6 -0.3 1.0
H -1.054 1.492 0.363 0.8 -0.1 0.1
H 0.956 0.993 -1.711 0.3 -0.2 0.6
H 2.050 -1.647 -0.946 -1.4 0.3 1.2
```
Forces are in eV/Å.

As for the max |F|: 5.02 eV Å⁻¹. The LUMO energy is 0.937 eV. The SMILES is C1C[C@H]2S[C@H]2O1. The value obtained for the relative energy (zero: lowest compared OMol25 entry of this formula, charge and spin) is 69.4 kcal per mole. The HOMO energy comes out at -8.7 eV. As for the frontier orbital gap: 0.355 hartree.



(4)
# C14H38Br6O12

A molecular structure, C14H38Br6O12 in a non-equilibrium geometry (ωB97M-V/def2-TZVPD, OMol25).

Geometry as XYZ:
```
70
Properties=species:S:1:pos:R:3:forces:R:3
C -2.985 3.455 -0.844 -0.1 0.5 0.7
C -3.126 3.998 -2.256 0.0 0.9 -0.3
O -3.747 5.292 -2.238 0.3 -0.2 0.0
O -2.376 4.460 0.063 -0.4 -1.5 -1.3
H -2.395 2.540 -0.863 0.2 0.0 0.1
H -3.949 3.194 -0.393 -0.1 0.2 -0.3
H -3.686 3.357 -2.967 0.0 0.2 0.8
H -2.142 4.133 -2.714 0.2 -0.3 0.1
H -3.084 5.898 -1.864 -0.5 -0.3 0.0
H -1.489 4.095 0.181 0.3 0.2 0.3
C 3.331 -1.882 -3.660 -1.4 -1.3 1.8
C 3.506 -2.641 -2.304 0.6 1.6 -1.6
O 3.361 -1.706 -1.275 -0.3 0.3 1.2
O 1.982 -1.434 -3.771 -0.5 0.7 0.8
H 3.431 -2.646 -4.380 0.3 -0.6 -1.3
H 4.031 -1.090 -3.820 0.5 0.5 0.1
H 4.527 -3.027 -2.369 0.0 -0.4 0.5
H 2.748 -3.406 -2.216 0.0 -0.5 -0.2
H 2.713 -2.046 -0.619 0.3 0.0 -0.6
H 1.763 -0.976 -2.926 0.4 -0.1 -0.6
C -3.628 0.284 1.338 -0.6 0.7 -2.3
C -3.047 -1.035 1.714 1.0 -0.7 -0.1
O -1.806 -1.424 1.066 -0.8 0.2 1.6
O -2.743 1.300 1.735 0.9 0.7 0.5
H -4.551 0.332 1.896 -0.5 0.3 0.3
H -3.899 0.463 0.214 0.6 -0.8 1.8
H -3.854 -1.768 1.630 0.2 -0.3 -0.4
H -2.826 -0.981 2.795 0.2 0.0 -0.4
H -1.908 -1.537 0.121 -0.5 0.3 -0.6
H -3.115 2.176 1.598 -0.3 0.1 -0.1
C -1.552 -0.817 -2.852 0.1 0.9 1.4
C -1.278 -2.250 -3.079 -1.0 -0.3 -1.8
O -0.166 -2.768 -2.452 0.3 -0.5 1.4
O -1.861 -0.503 -1.476 0.5 0.5 -0.4
H -2.368 -0.519 -3.511 -0.1 0.2 0.1
H -0.650 -0.278 -3.130 0.1 0.3 -0.2
H -1.074 -2.252 -4.169 -0.5 -0.5 0.1
H -2.137 -2.881 -2.848 -0.1 0.0 0.0
H 0.569 -2.491 -2.988 1.1 0.1 -0.4
H -1.102 0.051 -1.116 -0.9 -1.0 -0.5
C 1.171 -3.281 2.308 -2.4 1.2 -0.4
C 0.654 -3.621 0.937 -0.3 -0.3 -0.2
O 1.054 -2.671 -0.050 1.6 0.3 1.8
O 2.542 -3.301 2.406 1.4 0.5 -0.3
H 0.619 -3.963 2.963 0.9 -0.4 0.3
H 0.717 -2.307 2.598 0.4 -0.1 -0.2
H -0.433 -3.697 0.975 -0.1 0.2 0.0
H 1.039 -4.605 0.689 0.2 -0.2 -0.3
H 0.401 -2.536 -0.712 -1.3 -0.3 -1.4
H 2.906 -2.565 1.852 -0.5 -1.0 0.8
C 1.387 1.208 -0.459 0.3 -0.3 -0.2
C 0.956 1.887 0.803 0.1 0.8 1.5
O -0.307 2.508 0.668 -1.6 -0.8 0.6
O 0.624 0.084 -0.869 -0.2 -0.5 0.6
H 2.398 0.841 -0.313 0.5 0.4 -0.3
H 1.268 1.870 -1.305 0.5 0.5 -0.1
H 1.623 2.751 1.073 0.1 -1.1 -0.4
H 0.940 1.205 1.695 0.2 0.4 -0.9
H -0.983 1.964 1.158 0.7 0.5 -0.9
H 0.844 -0.657 -0.276 -0.3 0.1 -0.1
C 4.906 0.917 3.368 -0.8 -0.5 2.4
Br 6.226 1.893 2.453 0.1 0.0 -0.1
Br 3.672 -0.028 2.269 -0.1 0.1 -0.5
Br 3.860 2.026 4.705 0.7 -0.4 -0.9
H 5.288 0.142 4.069 0.3 0.8 -0.9
C -0.642 2.279 4.258 -0.1 -0.6 -0.7
Br -1.729 2.518 5.817 0.0 -0.1 -0.1
Br 0.204 0.481 4.211 -0.5 0.7 0.2
Br 0.662 3.673 4.099 -0.1 0.0 0.0
H -1.286 2.316 3.360 0.4 -0.1 0.7
```
Forces are in eV/Å.

As for the max |F|: 2.73 eV Å⁻¹. The LUMO energy is -0.333 eV. The HOMO energy comes out at -10.0 eV. As for the frontier orbital gap: 0.357 hartree.



(5)
# C6H10FN

C6H10FN in the gas phase in a non-equilibrium geometry (ωB97M-V/def2-TZVPD, OMol25).

Geometry as XYZ:
```
18
Properties=species:S:1:pos:R:3:forces:R:3
C 2.521 1.057 -0.027 0.0 -1.7 0.4
C 1.906 -0.318 -0.107 0.8 0.8 -0.5
F 2.893 -1.248 -0.167 -0.2 -0.2 0.1
C 0.638 -0.671 -0.177 -0.2 -0.5 0.1
C -0.500 0.259 -0.031 1.2 0.6 1.5
C -1.546 -0.251 1.007 0.1 0.0 0.2
C -2.461 -0.424 -0.271 -1.4 -0.7 2.3
N -1.498 0.244 -1.088 1.0 -0.4 -2.2
H 1.804 1.809 -0.006 -1.3 1.3 0.1
H 3.115 1.121 0.857 0.4 0.0 0.8
H 3.183 1.261 -0.828 0.6 -0.1 -1.0
H 0.343 -1.708 -0.201 0.4 -0.4 -0.2
H -0.027 1.226 0.223 -0.9 0.0 -0.3
H -1.837 0.549 1.718 -0.1 -0.5 -0.5
H -1.242 -1.141 1.625 -0.4 0.7 -0.9
H -3.421 0.089 -0.156 0.1 0.0 -0.2
H -2.692 -1.468 -0.524 0.2 0.2 0.0
H -1.178 -0.390 -1.847 -0.3 0.9 0.4
```
Forces are in eV/Å.

As for the max |F|: 2.75 eV Å⁻¹. The LUMO energy is 1.053 eV. The SMILES is C/C(F)=C\[C@@H]1CCN1. The value obtained for the relative energy (zero: lowest compared OMol25 entry of this formula, charge and spin) is 26.0 kcal per mole. The HOMO energy comes out at -8.9 eV. As for the frontier orbital gap: 0.368 hartree.



(6)
# C4H5N2

A gas-phase ion, C4H5N2 (charge +1) in a non-equilibrium geometry (ωB97M-V/def2-TZVPD, OMol25).

Geometry as XYZ:
```
11
Properties=species:S:1:pos:R:3:forces:R:3
C 2.855 0.209 -1.290 -3.9 -0.3 -0.7
C 1.643 0.020 -1.395 4.4 0.4 -0.3
C 0.295 -0.316 -1.394 -1.9 1.1 -0.6
N -0.177 -0.445 -0.220 -2.5 0.5 1.0
N -0.795 -0.661 0.767 1.8 -2.6 -2.1
C -1.619 0.091 1.592 -2.1 1.0 2.9
H 3.866 0.496 -1.336 0.7 0.0 0.2
H -0.479 -0.154 -2.284 1.8 -1.0 1.9
H -0.979 0.389 2.543 -1.4 -0.6 -1.8
H -2.565 -0.593 1.942 2.7 1.4 -0.7
H -2.046 0.966 1.074 0.5 0.0 0.3
```
Forces are in eV/Å.

As for the charge: +1. As for the max |F|: 4.45 eV Å⁻¹. The LUMO energy is -6.010 eV. The SMILES is C#CC=[N+]=NC. The value obtained for the relative energy (zero: lowest compared OMol25 entry of this formula, charge and spin) is 96.5 kcal per mole. The HOMO energy comes out at -14.4 eV. As for the frontier orbital gap: 0.309 hartree.



(7)
# C8H5Cl2IrNO3Pr

A molecular structure, C8H5Cl2IrNO3Pr in a non-equilibrium geometry (ωB97M-V/def2-TZVPD, OMol25).

Geometry as XYZ:
```
21
Properties=species:S:1:pos:R:3:forces:R:3
Pr -0.444 0.331 -2.278 -0.9 -2.4 -0.8
Ir 1.514 1.025 0.431 -0.6 0.4 0.2
Cl -1.890 -1.739 -2.416 1.0 1.5 0.3
Cl -1.825 2.678 -2.170 -0.7 1.0 -0.1
C 2.554 1.974 -0.730 6.1 5.0 -6.2
C 1.094 -0.953 -4.060 2.5 -3.2 -4.0
C 1.120 1.605 -4.027 2.9 3.2 -4.1
O 3.174 2.585 -1.528 -3.4 -3.2 4.2
O 1.654 -1.486 -4.916 -2.4 2.3 3.7
O 1.749 2.094 -4.859 -2.6 -2.1 3.6
C -1.488 -1.318 3.207 -0.3 0.4 -0.1
C -1.881 -0.081 2.688 -1.0 -0.9 1.1
C -1.062 0.578 1.769 1.3 -0.4 -0.4
N 0.136 0.030 1.442 -0.4 -1.1 0.8
C 0.526 -1.177 1.883 0.2 1.6 -0.9
C -0.278 -1.872 2.782 -0.9 -1.4 1.4
H -2.115 -1.841 3.922 0.0 0.0 0.1
H -2.808 0.401 2.976 -0.2 -0.1 0.2
H -1.291 1.519 1.265 -0.3 -0.1 0.5
H 1.483 -1.521 1.480 -0.2 -0.4 0.5
H 0.078 -2.835 3.139 -0.1 -0.1 0.2
```
Forces are in eV/Å.

As for the charge: +4. As for the max |F|: 10.06 eV Å⁻¹. The LUMO energy (spin up / spin down) is -15.886 / -19.674 eV. Its multiplicity is 7. The value obtained for the relative energy (zero: lowest compared OMol25 entry of this formula, charge and spin) is 0.0 kcal per mole. The HOMO energy (spin up / spin down) comes out at -24.3 / -24.4 eV. As for the frontier orbital gap (spin up / spin down): 0.311 / 0.172 hartree.